(1)
Molecular formula: C4H9NO2
Method: DFT, ωB97M-V/def2-TZVPD

Computed properties:
total energy = -9878.9026 eV
gap between HOMO and LUMO = 0.379 Eh
energy relative to the best compared isomer or geometry (same formula, charge and spin) = 26.7 kcal/mol
HOMO = -0.35139 Eh

```
! RIJCOSX wB97M-V def2-TZVPD def2/J DEFGRID3
* xyz 0 1
C 2.0581 -0.8125 0.6028
C 1.6142 -0.3330 -0.7428
O 2.2528 -0.6134 -1.7474
N 0.4814 0.4206 -0.8538
C -0.4791 0.6752 0.2235
C -1.8898 0.3775 -0.2461
O -2.5770 -0.0974 0.9053
H 1.2677 -0.9609 1.3200
H 2.6361 -1.7281 0.5345
H 2.6815 -0.0347 1.0603
H 0.3681 0.8977 -1.7307
H -0.2910 -0.0439 1.0052
H -0.3739 1.7087 0.5282
H -1.8583 -0.3883 -0.9940
H -2.4037 1.2816 -0.6024
H -3.4871 -0.3489 0.7373
*
```


(2)
Molecular formula: C4H9NO2
Method: DFT, ωB97M-V/def2-TZVPD

Computed properties:
total energy = -9877.0984 eV
gap between HOMO and LUMO = 0.352 Eh
energy relative to the best compared isomer or geometry (same formula, charge and spin) = 68.3 kcal/mol
HOMO = -0.33477 Eh

```
! RIJCOSX wB97M-V def2-TZVPD def2/J DEFGRID3
* xyz 0 1
H -0.1871 -0.2897 2.4523
N -1.0560 -0.3637 1.9088
C -0.9592 0.2691 0.8083
C -2.0506 0.2241 -0.2222
H -0.0824 1.0984 0.4633
H -3.0044 -0.0468 0.2338
H -2.1474 1.2025 -0.6999
H -1.7838 -0.4960 -1.0006
C 1.2670 -1.0769 -0.9103
C 1.4574 0.0263 0.0740
O 2.1622 0.0637 1.0441
O 1.0772 1.3970 -0.5991
H 2.2390 -1.3215 -1.3445
H 0.5741 -0.7953 -1.7014
H 0.8736 -1.9447 -0.3778
H 1.6206 2.0535 -0.1287
*
```


(3)
Molecular formula: C4H9NO2
Method: DFT, ωB97M-V/def2-TZVPD

Computed properties:
total energy = -9876.9538 eV
gap between HOMO and LUMO = 0.271 Eh
energy relative to the best compared isomer or geometry (same formula, charge and spin) = 71.6 kcal/mol
HOMO = -0.24427 Eh

```
! RIJCOSX wB97M-V def2-TZVPD def2/J DEFGRID3
* xyz 0 1
C 0.5003 1.6319 -1.3836
C -0.1585 0.5864 -0.4907
O -0.9936 -0.3087 -1.3188
C 0.8589 -0.1823 0.2657
N 0.4574 -0.7878 1.4738
C -0.6279 -1.4574 1.7373
O -1.5879 -1.6956 0.8632
H 0.9554 2.4221 -0.7764
H -0.2268 2.0877 -2.0618
H 1.2936 1.1685 -1.9817
H -0.9247 1.0790 0.1334
H -0.3378 -0.8797 -1.7526
H -1.4092 -1.2712 -0.0305
H 1.8328 0.2797 0.3692
H 1.1333 -0.7790 2.2305
H -0.7654 -1.8934 2.7230
*
```


(4)
Molecular formula: C4H9NO2
Method: DFT, ωB97M-V/def2-TZVPD

Computed properties:
total energy = -9877.2205 eV
gap between HOMO and LUMO = 0.339 Eh
energy relative to the best compared isomer or geometry (same formula, charge and spin) = 65.5 kcal/mol
HOMO = -0.31233 Eh

```
! RIJCOSX wB97M-V def2-TZVPD def2/J DEFGRID3
* xyz 0 1
C -1.4785 -0.1682 0.7540
C -0.3245 -0.1608 -0.2296
N -0.6358 0.8006 -1.3895
C 0.5421 -1.3580 -0.3006
C 1.0329 0.1768 0.2753
O 1.2213 0.4963 1.5851
O 2.0145 0.6748 -0.5299
H -2.3000 -0.7414 0.3272
H -1.8121 0.8534 0.9543
H -1.2025 -0.6367 1.6995
H -1.4132 0.4456 -1.9489
H 0.1620 0.8368 -2.0191
H 0.2757 -2.2070 0.3060
H 1.0823 -1.5952 -1.2058
H 0.5039 1.0636 1.9001
H 2.3318 1.5192 -0.1781
*
```


(5)
Molecular formula: C4H9NO2
Method: DFT, ωB97M-V/def2-TZVPD

Computed properties:
total energy = -9876.0751 eV
gap between HOMO and LUMO = 0.349 Eh
energy relative to the best compared isomer or geometry (same formula, charge and spin) = 91.9 kcal/mol
HOMO = -0.32397 Eh

```
! RIJCOSX wB97M-V def2-TZVPD def2/J DEFGRID3
* xyz 0 1
C -0.4607 -0.6914 0.4505
C 0.6627 -0.0114 1.0967
C -0.1463 0.6990 -2.0338
N -0.6283 -2.0188 0.5955
C 0.4354 1.3342 1.6399
O 0.3930 -0.3443 -1.2659
O 1.1979 1.9258 2.3719
H -1.3654 -0.1297 0.2407
H 0.1937 -2.5766 0.7752
H -1.3136 -2.4758 0.0136
H 1.1035 0.0922 -0.0976
H 1.2906 -0.6374 1.7270
H -0.4742 1.8472 1.2516
H 0.5400 0.9684 -2.8442
H -1.1036 0.4085 -2.4868
H -0.3247 1.6101 -1.4344
*
```


(6)
Molecular formula: C4H9NO2
Method: DFT, ωB97M-V/def2-TZVPD

Computed properties:
total energy = -9878.3459 eV
gap between HOMO and LUMO = 0.407 Eh
energy relative to the best compared isomer or geometry (same formula, charge and spin) = 39.5 kcal/mol
HOMO = -0.36902 Eh

```
! RIJCOSX wB97M-V def2-TZVPD def2/J DEFGRID3
* xyz 0 1
C 2.2194 0.0981 -0.5696
O 1.1626 0.9523 -0.1289
C 0.3857 0.4117 0.8152
C -0.7080 1.3405 1.2794
O 0.5628 -0.6929 1.2798
H 2.7571 0.6557 -1.3371
H 2.8804 -0.1314 0.2702
H 1.8093 -0.8292 -0.9763
H -0.6329 2.3343 0.8369
H -1.6835 0.9085 1.0353
H -0.6428 1.4068 2.3684
C -1.7363 -1.4331 -0.6234
N -0.8921 -0.9128 -1.4146
H -1.4309 -1.6092 0.4107
H -2.7600 -1.7123 -0.8992
H -1.2909 -0.7871 -2.3468
*
```


(7)
Molecular formula: C4H9NO2
Method: DFT, ωB97M-V/def2-TZVPD

Computed properties:
total energy = -9879.5999 eV
gap between HOMO and LUMO = 0.393 Eh
energy relative to the best compared isomer or geometry (same formula, charge and spin) = 10.6 kcal/mol
HOMO = -0.36346 Eh

```
! RIJCOSX wB97M-V def2-TZVPD def2/J DEFGRID3
* xyz 0 1
C -1.3458 -0.0900 -1.0524
C -0.6513 0.6632 0.0766
O -1.5780 1.3508 0.9014
C 0.1152 -0.2873 0.9987
C 1.2268 -0.9867 0.2370
N 2.3116 -0.2040 -0.0403
O 1.1371 -2.1315 -0.1714
H -2.1956 -0.6465 -0.6432
H -0.6696 -0.8084 -1.5262
H -1.7121 0.5997 -1.8216
H 0.0667 1.3821 -0.3536
H -2.1710 1.8499 0.3258
H 0.5094 0.2832 1.8479
H -0.5673 -1.0510 1.3807
H 3.0788 -0.6229 -0.5428
H 2.4451 0.6993 0.3834
*
```


(8)
Molecular formula: C4H9NO2
Method: DFT, ωB97M-V/def2-TZVPD

Computed properties:
total energy = -9877.5131 eV
gap between HOMO and LUMO = 0.408 Eh
energy relative to the best compared isomer or geometry (same formula, charge and spin) = 58.7 kcal/mol
HOMO = -0.37311 Eh

```
! RIJCOSX wB97M-V def2-TZVPD def2/J DEFGRID3
* xyz 0 1
C -2.3162 0.1777 -0.2266
C -0.8041 0.3950 -0.2511
C -0.1307 -0.2656 0.9438
O 1.2854 -0.0503 0.9858
C 2.1174 -0.7161 -0.2240
O 2.0574 -1.8901 -0.4137
N 2.5901 0.4379 -0.6097
H -2.7659 0.6060 0.6764
H -2.7930 0.6488 -1.0917
H -2.5647 -0.8894 -0.2499
H -0.3846 -0.0082 -1.1812
H -0.5786 1.4691 -0.2410
H -0.5208 0.1276 1.8882
H -0.2786 -1.3519 0.9288
H 3.2918 0.4615 -1.3381
H 1.7951 0.8480 0.4040
*
```


(9)
Molecular formula: C4H9NO2
Method: DFT, ωB97M-V/def2-TZVPD

Computed properties:
total energy = -9879.2364 eV
gap between HOMO and LUMO = 0.397 Eh
energy relative to the best compared isomer or geometry (same formula, charge and spin) = 19.0 kcal/mol
HOMO = -0.36414 Eh

```
! RIJCOSX wB97M-V def2-TZVPD def2/J DEFGRID3
* xyz 0 1
C -2.3883 0.6759 0.8006
C -1.4736 -0.4636 0.3685
N -0.2681 0.0058 -0.2830
C 0.9209 0.0892 0.3629
O 1.1456 -0.2848 1.4908
O 1.8739 0.6653 -0.4385
C 2.7147 -0.2895 -1.0664
H -2.6789 1.2896 -0.0599
H -3.3018 0.2820 1.2569
H -1.8831 1.3195 1.5286
H -1.1493 -1.0501 1.2309
H -1.9896 -1.1469 -0.3153
H -0.3310 0.4753 -1.1730
H 3.6417 0.2184 -1.3315
H 2.9269 -1.1241 -0.3906
H 2.2400 -0.6621 -1.9808
*
```


(10)
Molecular formula: C4H9NO2
Method: DFT, ωB97M-V/def2-TZVPD

Computed properties:
total energy = -9877.6893 eV
gap between HOMO and LUMO = 0.364 Eh
energy relative to the best compared isomer or geometry (same formula, charge and spin) = 54.7 kcal/mol
HOMO = -0.32910 Eh

```
! RIJCOSX wB97M-V def2-TZVPD def2/J DEFGRID3
* xyz 0 1
C 2.4306 -0.6269 0.0542
N 1.6026 -0.1311 1.1407
C 0.3347 -0.6807 1.2961
C -0.7294 0.1678 0.0645
O -0.2293 1.2172 -0.3153
O -1.9572 -0.1717 -0.3488
C -2.5974 0.7740 -1.2254
H 2.4418 -1.7220 0.0597
H 3.4478 -0.2650 0.2281
H 2.1039 -0.2736 -0.9342
H 1.2868 0.8679 0.9079
H -0.1797 -0.3764 2.2088
H 0.3579 -1.7559 1.1669
H -3.5713 0.3352 -1.4368
H -2.0248 0.9066 -2.1473
H -2.7170 1.7348 -0.7192
*
```


(11)
Molecular formula: C4H9NO2
Method: DFT, ωB97M-V/def2-TZVPD

Computed properties:
total energy = -9876.9543 eV
gap between HOMO and LUMO = 0.351 Eh
energy relative to the best compared isomer or geometry (same formula, charge and spin) = 71.6 kcal/mol
HOMO = -0.33012 Eh

```
! RIJCOSX wB97M-V def2-TZVPD def2/J DEFGRID3
* xyz 0 1
C 1.5272 1.0308 1.2860
C 0.2122 0.9000 0.6210
O -0.7044 0.6039 1.7069
C 0.1713 -0.2834 -0.4991
N 0.5072 -1.5159 0.2648
C -1.0092 -0.3399 -1.3454
O -0.9474 -0.4032 -2.5724
H 1.6822 2.1149 1.6062
H 2.4030 0.5192 0.7773
H 1.3925 0.4210 2.1533
H -0.1319 1.8644 0.0781
H -1.5557 1.0347 1.4920
H 1.1973 -0.1250 -1.0189
H 1.5044 -1.8627 0.2376
H -0.2140 -2.1585 0.3296
H -2.0229 -0.6480 -0.9605
*
```


(12)
Molecular formula: C4H9NO2
Method: DFT, ωB97M-V/def2-TZVPD

Computed properties:
total energy = -9876.3645 eV
gap between HOMO and LUMO = 0.333 Eh
energy relative to the best compared isomer or geometry (same formula, charge and spin) = 85.2 kcal/mol
HOMO = -0.30281 Eh

```
! RIJCOSX wB97M-V def2-TZVPD def2/J DEFGRID3
* xyz 0 1
C 1.5415 -0.0423 -1.1651
N 1.7710 0.3502 0.2308
C 1.1167 0.7833 1.3221
O -0.2098 0.9827 1.2992
C -1.2013 0.8000 0.2715
C -1.7616 -0.6104 0.3627
O -0.7749 -1.5992 0.1606
H 1.8794 -1.0738 -1.3009
H 0.4993 0.0025 -1.4571
H 2.1408 0.6085 -1.8099
H 2.7555 0.2927 0.4539
H -1.9972 1.5188 0.4982
H -0.8125 1.0432 -0.7174
H -2.2492 -0.7253 1.3426
H -2.5232 -0.7672 -0.4090
H -0.1745 -1.5639 0.9177
*
```


(13)
Molecular formula: C4H9NO2
Method: DFT, ωB97M-V/def2-TZVPD

Computed properties:
total energy = -9863.3979 eV
gap between HOMO and LUMO (spin up / spin down) = 0.332 / 0.230 Eh
<S²> = 0.755
energy relative to the best compared isomer or geometry (same formula, charge and spin) = 180.0 kcal/mol
HOMO (spin up / spin down) = -0.53043 / -0.52791 Eh

```
! RIJCOSX wB97M-V def2-TZVPD def2/J DEFGRID3
* xyz 1 2
O 0.0227 -2.0723 -0.7309
C 0.6416 -0.8838 -1.2366
C 0.7216 0.3690 -0.4377
C 0.0198 1.5822 -1.0582
N 0.6165 0.2102 0.9635
C -0.5261 -0.3568 1.6162
O -0.6509 -1.7853 1.5732
H 1.0734 -1.0495 -2.2229
H -0.3600 -0.6618 -0.7539
H 0.4274 2.6720 -0.7376
H -0.0323 1.4815 -2.2048
H -1.0095 1.6249 -0.6179
H 1.1450 0.7512 1.5648
H -0.4476 -0.2265 2.7005
H -1.2806 0.4007 1.2559
H -0.3609 -2.0557 0.3267
*
```


(14)
Molecular formula: C4H9NO2S
Method: DFT, ωB97M-V/def2-TZVPD

Computed properties:
total energy = -20712.7660 eV
gap between HOMO and LUMO = 0.336 Eh
energy relative to the best compared isomer or geometry (same formula, charge and spin) = 52.3 kcal/mol
HOMO = -0.30735 Eh

```
! RIJCOSX wB97M-V def2-TZVPD def2/J DEFGRID3
* xyz 0 1
C 1.2985 -1.6581 -0.6802
O 1.5890 -0.3528 -0.2129
C 0.9679 0.0239 0.9818
O -0.4475 -0.0465 0.9383
C -1.0778 0.7756 0.0643
C -0.4090 2.0594 -0.4393
N -2.2748 0.5048 -0.3387
S -2.9936 -0.9741 0.0496
H 1.8968 -1.9717 -1.5728
H 1.5320 -2.3421 0.1245
H 0.2494 -1.7622 -0.8676
H 1.2011 -0.6290 1.7974
H 1.2085 1.0169 1.1485
H 0.5376 1.7389 -0.8334
H -0.2105 2.7713 0.3490
H -1.0080 2.5288 -1.2367
H -2.0595 -1.6832 0.7281
*
```


(15)
Molecular formula: C4H9NO2S
Method: DFT, ωB97M-V/def2-TZVPD

Computed properties:
total energy = -20708.5694 eV
gap between HOMO and LUMO (spin up / spin down) = 0.298 / 0.302 Eh
energy relative to the best compared isomer or geometry (same formula, charge and spin) = 149.1 kcal/mol
HOMO (spin up / spin down) = -0.31722 / -0.32647 Eh

```
! RIJCOSX wB97M-V def2-TZVPD def2/J DEFGRID3
* xyz 0 1
C 0.1818 -0.7262 -1.3426
C -0.4378 1.7045 0.5260
C 0.9802 -0.0650 1.4569
C 0.8294 0.9339 0.2853
N -2.0762 -0.9756 -0.7057
O 1.6210 -2.2694 -2.9327
O 0.7713 0.3422 -1.0540
S 0.2447 -1.9724 -2.3841
H -0.3556 2.7699 0.2144
H -1.3363 1.1743 -0.0252
H -0.7671 1.6818 1.5357
H 1.9934 -0.2895 1.8217
H 0.4899 -1.1061 1.1950
H 0.4411 0.3883 2.2716
H 1.7294 1.6125 0.1623
H -2.3083 -1.7681 -1.2981
H -2.0009 -1.4348 0.2734
*
```


(16)
Molecular formula: C4H9NO2S2
Method: DFT, ωB97M-V/def2-TZVPD

Computed properties:
total energy = -31544.6397 eV
gap between HOMO and LUMO = 0.308 Eh
energy relative to the best compared isomer or geometry (same formula, charge and spin) = 107.7 kcal/mol
HOMO = -0.28852 Eh

```
! RIJCOSX wB97M-V def2-TZVPD def2/J DEFGRID3
* xyz 0 1
C -2.3344 1.3155 1.1618
C 0.7343 -2.7747 -1.5572
C 1.1622 1.6523 0.2874
C 0.7950 -1.1807 0.8382
N -2.6361 2.1137 0.2708
O -0.8102 0.1840 -0.8844
O -1.1274 0.7031 1.4460
S 1.8260 -1.6519 -0.6029
S -0.0490 0.2602 0.3212
H -3.0220 1.1834 1.9823
H -0.1588 -2.2262 -1.5913
H 0.8675 -3.7664 -0.9589
H 1.1026 -2.8655 -2.6535
H 0.7763 2.2259 -0.4996
H 1.1573 2.3047 1.2804
H 2.0777 1.2291 0.0222
H 1.5252 -0.7417 1.5246
H -1.8862 2.0353 -0.3872
*
```